The following is a DFT calculation (ωB97M-V/def2-TZVPD) of a 3-piece molecular cluster, C22H24F16NO5 overall in a non-equilibrium geometry.

Its spin multiplicity is 1. The electronic energy comes out at -2881.29296 Eh. The value obtained for the gap between HOMO and LUMO is 9.1 eV. The charge is +1. As for the LUMO energy: -3.092 eV.

Last column: Löwdin charge in e.
Atoms and positions in Å:
C -0.51 5.85 3.92  0.043
C -0.35 4.65 2.99  -0.426
O -0.22 4.81 1.81  0.164
O -0.31 3.36 3.59  0.051
C -1.54 2.74 3.59  -0.406
O -2.43 3.10 4.31  0.195
C -1.74 1.52 2.68  -0.007
N -0.44 0.86 2.32  0.103
C 0.12 1.45 1.04  -0.060
C 1.62 1.54 1.01  -0.222
C 2.32 0.81 0.06  -0.024
C 3.68 0.90 -0.02  -0.023
C 4.44 1.69 0.82  -0.251
C 5.93 1.82 0.72  -0.032
C 3.74 2.39 1.79  -0.028
C 2.37 2.32 1.87  -0.044
H -1.56 6.14 3.99  0.105
H -0.13 5.54 4.90  0.096
H 0.13 6.68 3.60  0.100
H -2.28 1.84 1.79  0.153
H -2.39 0.85 3.25  0.144
H 0.23 0.86 3.10  0.188
H -0.68 -0.13 2.16  0.160
H -0.33 2.43 0.88  0.125
H -0.20 0.81 0.20  0.139
H 1.73 0.19 -0.61  0.119
H 4.19 0.31 -0.79  0.108
H 6.37 1.55 1.69  0.091
H 6.25 2.85 0.52  0.092
H 6.36 1.20 -0.08  0.083
H 4.33 3.00 2.47  0.127
H 1.90 2.92 2.65  0.102
C -3.89 -2.52 2.59  -0.056
C -3.05 -2.53 1.29  -0.430
C -3.42 -1.50 0.22  -0.322
F -4.66 -1.68 -0.25  0.123
F -2.58 -1.63 -0.84  0.099
F -3.06 -3.77 0.78  0.158
F -1.75 -2.27 1.66  0.070
O -4.92 -3.48 2.71  0.049
C -6.19 -3.20 2.22  -0.526
C -6.61 -4.20 1.13  -0.284
F -5.76 -4.13 0.08  0.101
F -7.84 -3.90 0.69  0.112
F -6.28 -1.92 1.81  0.146
F -7.04 -3.33 3.26  0.160
H -3.19 -2.78 3.38  0.148
H -4.24 -1.51 2.85  0.139
H -3.33 -0.48 0.60  0.158
H -6.60 -5.22 1.52  0.179
C 3.30 -2.13 -5.85  -0.035
C 4.09 -1.44 -4.72  -0.441
C 3.84 -1.94 -3.29  -0.292
F 2.56 -1.74 -2.90  0.086
F 4.62 -1.25 -2.42  0.077
F 3.89 -0.11 -4.79  0.133
F 5.40 -1.65 -4.98  0.112
O 2.14 -1.46 -6.33  0.046
C 0.91 -1.65 -5.73  -0.536
C 0.34 -0.35 -5.16  -0.279
F 1.15 0.17 -4.22  0.090
F -0.86 -0.58 -4.58  0.096
F 0.98 -2.62 -4.80  0.145
F 0.07 -2.10 -6.68  0.154
H 3.97 -2.14 -6.70  0.151
H 3.09 -3.18 -5.63  0.147
H 4.07 -3.00 -3.19  0.176
H 0.22 0.39 -5.96  0.178